(1)
C3H6N4O | ωB97M-V/def2-TZVPD

* charge: 0
* multiplicity: 1
* HOMO: -9.4 eV
* LUMO: -0.07 eV

Each line ends with the Mulliken charge.
Positions of all 14 atoms, in Å:
1 C 1.84 0.08 -0.70  -0.5998
2 C 0.43 0.36 -0.37  0.6984
3 C -2.02 0.02 0.25  0.1324
4 H 2.43 0.65 1.64  0.3707
5 H 1.94 -1.06 -1.50  0.3129
6 H 2.47 1.28 -1.47  0.3043
7 H -3.05 -0.38 0.11  0.2597
8 H -1.87 -1.88 -0.19  0.3281
9 H 0.76 -1.28 -0.06  0.4092
10 N -0.13 1.44 0.16  -0.4653
11 N -1.61 1.08 -0.01  -0.2909
12 N -1.34 -1.20 0.37  -0.4226
13 N -0.18 -0.92 -0.65  -0.4701
14 O 2.33 -0.37 0.91  -0.5669



(2)
C19H43LuOP3S | ωB97M-V/def2-TZVPD

* charge: +3
* multiplicity: 1
* HOMO (alpha / beta): -15.7 / -15.7 eV
* LUMO (alpha / beta): -12.01 / -12.02 eV

Each line ends with the Mulliken charge.
Positions of all 68 atoms, in Å:
1 Lu -0.70 2.12 -0.43  1.0348
2 P 1.53 -0.20 2.07  0.8263
3 P 1.82 2.76 0.49  0.9141
4 P -1.39 -3.68 -0.61  1.2418
5 H -0.97 3.98 -2.64  0.4034
6 C -1.51 3.13 -2.21  -0.5839
7 C -2.39 3.31 -1.10  -0.4395
8 H -2.43 4.27 -0.56  0.4097
9 C 2.76 -1.22 1.14  -1.2009
10 C 2.70 0.55 3.30  -1.3456
11 C 0.91 -1.56 3.16  -1.2599
12 C 1.33 3.79 -0.98  -1.5960
13 C 2.32 4.02 1.70  -1.2995
14 C 3.48 2.23 -0.06  -1.3314
15 C -2.98 -3.62 -1.43  -1.2152
16 C -1.64 -3.61 1.16  -1.1239
17 C -0.60 -5.25 -0.95  -1.2373
18 H -1.73 2.35 -2.96  0.2428
19 H -3.38 2.81 -1.08  0.4741
20 H 3.49 -1.68 1.83  0.4358
21 H 3.29 -0.60 0.41  0.2615
22 H 2.22 -2.01 0.60  0.2757
23 H 3.18 -0.26 3.87  0.5039
24 H 2.13 1.19 3.98  0.3153
25 H 3.47 1.15 2.80  0.3544
26 H 1.72 -1.90 3.82  0.4435
27 H 0.56 -2.41 2.56  0.1676
28 H 0.09 -1.19 3.78  0.3747
29 H 2.16 4.49 -1.12  0.5281
30 H 0.40 4.37 -0.83  0.4962
31 H 1.24 3.18 -1.90  0.5184
32 H 3.05 4.70 1.24  0.4771
33 H 2.78 3.54 2.58  0.3724
34 H 1.45 4.60 2.04  0.3829
35 H 4.02 3.10 -0.45  0.5272
36 H 3.40 1.48 -0.86  0.2782
37 H 4.05 1.79 0.76  0.3974
38 H -3.51 -4.58 -1.27  0.4496
39 H -2.83 -3.46 -2.51  0.3629
40 H -3.57 -2.80 -1.00  0.3784
41 H -2.67 -3.90 1.41  0.4616
42 H -1.44 -2.59 1.53  0.1686
43 H -0.96 -4.33 1.65  0.4156
44 H -1.35 -6.00 -1.25  0.4028
45 H -0.10 -5.58 -0.03  0.4329
46 H 0.13 -5.11 -1.76  0.4069
47 C -0.38 -0.44 -2.42  -0.0014
48 C 0.93 -0.81 -2.85  -0.3710
49 C 1.07 -1.62 -3.97  -0.5688
50 C -0.04 -1.92 -4.79  -0.5391
51 C -1.28 -1.36 -4.49  -0.6329
52 C -1.47 -0.61 -3.33  0.0494
53 O -0.60 -0.12 -1.15  -0.7466
54 H -0.58 -2.62 -1.09  -0.1891
55 H 1.77 -0.54 -2.22  0.3855
56 H 2.06 -2.02 -4.23  0.4618
57 H 0.06 -2.56 -5.67  0.4624
58 H -2.13 -1.53 -5.16  0.4358
59 H -2.43 -0.17 -3.05  0.4120
60 C -3.41 1.36 1.98  -0.8335
61 S -1.95 2.46 1.89  -0.0024
62 C -1.13 1.98 3.43  -0.4694
63 H -3.91 1.35 1.01  0.3355
64 H -4.09 1.76 2.75  0.4175
65 H -3.09 0.34 2.26  0.2420
66 H -0.16 2.49 3.49  0.2392
67 H -1.78 2.32 4.26  0.4857
68 H -0.99 0.89 3.47  -0.0761



(3)
C4H12O | ωB97M-V/def2-TZVPD

* charge: 0
* multiplicity: 1
* HOMO: -10.4 eV
* SMILES: CCO.CC
* LUMO: 0.94 eV

Each line ends with the Mulliken charge.
Positions of all 17 atoms, in Å:
1 C -1.37 1.98 0.47  -0.7582
2 C -2.43 1.19 1.24  -0.7891
3 H -0.59 1.47 -0.05  0.1824
4 H -0.94 2.81 1.05  0.2981
5 H -1.86 2.59 -0.30  0.2872
6 H -3.44 1.46 0.91  0.2776
7 H -2.31 0.13 1.11  0.2347
8 H -2.37 1.39 2.30  0.2687
9 C 1.23 -1.28 -0.10  -0.1053
10 O 0.17 -0.95 -0.98  -0.5484
11 C 2.52 -0.98 -0.84  -1.1533
12 H 1.19 -0.68 0.80  0.2434
13 H 1.19 -2.34 0.18  0.3484
14 H -0.66 -1.37 -0.72  0.2891
15 H 2.51 -1.51 -1.78  0.2851
16 H 2.57 0.09 -1.02  0.2839
17 H 3.42 -1.30 -0.32  0.3556



(4)
C3H4IO2 | ωB97M-V/def2-TZVPD

* charge: -1
* multiplicity: 1
* HOMO: -2.2 eV
* LUMO: 3.46 eV

Each line ends with the Mulliken charge.
Positions of all 10 atoms, in Å:
1 C 2.81 3.37 0.00  0.5587
2 C -0.14 -0.19 -0.32  -1.0073
3 C 1.12 0.32 0.36  -0.5189
4 O 1.79 3.89 0.06  -0.3190
5 O 3.86 2.90 -0.04  -0.3214
6 I 2.81 -1.06 -0.26  -0.4021
7 H -0.08 -0.07 -1.41  0.2667
8 H -0.43 -1.24 -0.12  0.2819
9 H -0.97 0.43 0.03  0.3031
10 H 1.03 0.06 1.44  0.1582



(5)
C5H10N | ωB97M-V/def2-TZVPD

* charge: +1
* multiplicity: 1
* HOMO: -14.8 eV
* SMILES: C#C[C@H](C)[NH2+]C
* LUMO: -3.41 eV

Each line ends with the Mulliken charge.
Positions of all 16 atoms, in Å:
1 C 2.41 -1.03 0.61  0.0706
2 C 1.25 -0.72 0.73  -0.7088
3 C -1.12 -1.57 0.04  -1.2312
4 C -0.02 2.02 -0.24  -0.9470
5 C -0.20 -0.41 0.56  0.5209
6 N -0.23 0.61 -0.63  -0.3112
7 H 3.27 -1.56 0.32  0.4200
8 H -0.83 -1.87 -1.03  0.3601
9 H -1.03 -2.46 0.79  0.3424
10 H -2.25 -1.37 0.02  0.3697
11 H 1.03 2.19 0.26  0.3071
12 H -0.18 2.65 -1.03  0.4287
13 H -0.76 2.18 0.63  0.3558
14 H -0.62 0.18 1.42  0.2645
15 H -1.18 0.64 -1.18  0.4288
16 H 0.47 0.52 -1.27  0.3296



(6)
C28H47N4O4PdSi | ωB97M-V/def2-TZVPD

* charge: -1
* multiplicity: 1
* HOMO: -2.7 eV
* LUMO: 2.34 eV

Each line ends with the Mulliken charge.
Positions of all 85 atoms, in Å:
1 Pd -0.74 -1.07 -0.39  -0.0283
2 C -2.67 2.23 2.41  -1.4327
3 N -2.76 0.93 1.77  0.3565
4 C -1.96 -0.15 2.33  -0.7253
5 C -3.13 0.78 0.47  0.1987
6 O -2.79 -0.20 -0.20  -0.8461
7 N -3.95 1.78 -0.08  0.6723
8 C -4.17 1.60 -1.51  -0.9646
9 C -5.19 2.06 0.62  -1.1915
10 H -1.64 2.38 2.74  0.4544
11 H -3.35 2.30 3.26  0.3970
12 H -2.90 3.02 1.69  0.4523
13 H -1.52 0.20 3.26  0.3902
14 H -1.17 -0.44 1.61  0.0867
15 H -2.58 -1.03 2.52  0.3197
16 H -3.23 1.42 -2.01  0.0746
17 H -4.62 2.52 -1.90  0.3263
18 H -4.84 0.76 -1.73  0.3657
19 H -5.02 2.14 1.69  0.4023
20 H -5.94 1.27 0.45  0.3564
21 H -5.60 3.01 0.27  0.3133
22 C 3.15 -2.31 1.35  -0.5631
23 O 1.86 -2.86 1.32  -0.5997
24 H 3.88 -2.94 0.82  0.1963
25 H 3.48 -2.21 2.39  0.3343
26 H 3.18 -1.32 0.88  0.1600
27 H 1.45 -2.54 0.48  0.4444
28 C -0.47 1.76 -2.15  -0.9909
29 N -1.02 2.98 -1.57  0.6607
30 C -1.54 3.93 -2.53  -0.7243
31 C -2.53 4.86 -1.87  -0.3404
32 C -1.87 5.51 -0.68  -0.8971
33 N -1.31 4.51 0.19  0.4573
34 C -0.88 4.98 1.48  -1.2317
35 C -0.83 3.27 -0.25  0.4113
36 O -0.30 2.50 0.53  -0.7444
37 H -1.21 1.30 -2.80  0.3172
38 H -0.21 1.00 -1.40  -0.2780
39 H 0.41 1.99 -2.75  0.4402
40 H -2.02 3.36 -3.33  0.3401
41 H -0.72 4.50 -2.99  0.3794
42 H -3.40 4.29 -1.54  -0.0571
43 H -2.87 5.62 -2.58  0.3963
44 H -2.59 6.10 -0.11  0.4223
45 H -1.09 6.21 -1.02  0.3075
46 H -1.74 5.29 2.09  0.3205
47 H -0.21 5.84 1.39  0.3735
48 H -0.35 4.18 1.99  0.3021
49 C -0.88 -3.66 -3.01  -1.8607
50 C -0.07 -2.57 -3.71  2.5497
51 C 0.30 -3.05 -5.11  -1.9034
52 C -0.94 -1.31 -3.83  -1.4083
53 Si 1.46 -2.21 -2.61  -0.5636
54 O 1.14 -1.84 -1.10  -0.5942
55 C 2.56 -3.76 -2.72  0.5336
56 C 3.40 -4.04 -3.81  0.0052
57 C 4.17 -5.20 -3.85  -0.8027
58 C 4.12 -6.11 -2.81  -0.4047
59 C 3.30 -5.85 -1.72  -0.8116
60 C 2.53 -4.69 -1.68  -0.1900
61 C 2.43 -0.75 -3.37  0.9761
62 C 2.90 -0.61 -4.68  -0.0423
63 C 3.58 0.53 -5.09  -0.9154
64 C 3.81 1.57 -4.20  -0.4653
65 C 3.36 1.45 -2.89  -0.5500
66 C 2.68 0.31 -2.49  -0.4757
67 H -1.79 -3.88 -3.58  0.4900
68 H -1.18 -3.34 -2.00  0.1803
69 H -0.31 -4.59 -2.92  0.3848
70 H -0.62 -3.31 -5.66  0.5437
71 H 0.94 -3.93 -5.09  0.3507
72 H 0.80 -2.27 -5.69  0.2733
73 H -1.83 -1.52 -4.44  0.5709
74 H -0.39 -0.49 -4.31  0.3075
75 H -1.27 -0.98 -2.84  -0.1299
76 H 3.47 -3.34 -4.63  0.1473
77 H 4.81 -5.39 -4.71  0.4000
78 H 4.72 -7.01 -2.84  0.3585
79 H 3.26 -6.54 -0.89  0.3884
80 H 1.92 -4.49 -0.81  0.3331
81 H 2.73 -1.40 -5.40  0.0876
82 H 3.93 0.61 -6.12  0.3785
83 H 4.35 2.45 -4.52  0.3587
84 H 3.54 2.25 -2.18  0.4395
85 H 2.32 0.22 -1.47  0.2460



Relative energy (zero: lowest compared OMol25 entry of this formula, charge and spin) per entry: 259.16; 0.00; 14.06; 26.65; 64.65; 0.00 kcal per mole